# C44H97N4O10

A 7-piece molecular cluster, C44H97N4O10 overall (ωB97M-V/def2-TZVPD, the OMol25 dataset).

Values from the calculation:
LUMO level = -2.036 eV
HOMO level = -10.630 eV
total charge = +1
2S+1 = 1
frontier orbital gap = 8.59 eV

```
155
Properties=species:S:1:pos:R:3:lowdin_charge:R:1
C -1.06519 5.61880 -0.17611 -0.098
C -1.40704 4.24084 0.39180 -0.254
C -2.81577 4.20635 0.97081 -0.198
N -3.23179 2.84315 1.35453 0.055
C -3.43904 1.95941 0.29471 -0.194
C -4.44990 1.87224 -0.62230 -0.079
C -5.67587 2.72319 -0.76491 -0.129
O -6.84003 2.06547 -0.33126 -0.130
C -7.22669 2.35864 1.01409 -0.219
C -6.60556 1.40026 2.04251 -0.044
N -4.15363 0.79464 -1.42939 0.017
C -4.91384 0.35454 -2.60173 -0.072
C -4.55766 1.15570 -3.86835 -0.136
C -3.06324 1.46962 -3.98539 -0.077
C -2.19762 0.23976 -4.14855 -0.527
O -1.19539 0.02855 -3.51289 0.081
O -2.67334 -0.61990 -5.06481 0.124
C -3.01112 0.25380 -1.02454 -0.014
N -2.54440 0.93858 0.00754 0.065
C -1.29086 0.68196 0.73132 -0.095
C -1.41993 -0.45026 1.74067 -0.151
C -1.47865 -1.88658 1.18720 -0.150
C -0.65084 -2.22701 -0.05785 -0.186
N 0.76986 -2.42287 0.25260 -0.130
C 1.41743 -3.38288 -0.64522 -0.066
C 1.47252 -1.16837 0.27738 -0.489
C 1.91242 -0.55955 -1.04150 0.003
O 1.69194 -0.61147 1.31913 0.111
H -1.34247 6.41552 0.51829 0.079
H 0.00971 5.69909 -0.34817 0.077
H -1.56841 5.79181 -1.13016 0.076
H -0.69585 3.96965 1.17801 0.112
H -1.30396 3.49014 -0.40161 0.102
H -3.50948 4.65370 0.24494 0.115
H -2.84098 4.81175 1.87947 0.128
H -4.05716 2.85358 1.94232 0.101
H -5.81528 3.01331 -1.81021 0.132
H -5.49970 3.64436 -0.19717 0.125
H -7.00020 3.40340 1.24976 0.100
H -8.31326 2.27075 1.03424 0.124
H -5.95536 1.90411 2.76427 0.053
H -6.02520 0.62371 1.53816 0.075
H -7.38037 0.89195 2.61817 0.080
H -5.97389 0.44029 -2.36579 0.136
H -4.67376 -0.69837 -2.75765 0.139
H -4.86898 0.55598 -4.72641 0.123
H -5.13173 2.08365 -3.91974 0.114
H -2.88603 2.10993 -4.85477 0.143
H -2.68285 1.99630 -3.10829 0.120
H -1.98523 -1.28449 -5.23231 0.139
H -2.52579 -0.58885 -1.48595 0.148
H -1.05224 1.60942 1.24987 0.116
H -0.51146 0.51883 -0.01171 0.113
H -0.59926 -0.34884 2.45339 0.112
H -2.33745 -0.26059 2.30942 0.110
H -2.51557 -2.19983 1.02807 0.110
H -1.08674 -2.54155 1.97026 0.115
H -1.02318 -3.17510 -0.45513 0.127
H -0.76888 -1.49594 -0.87580 0.095
H 0.99372 -4.37069 -0.45397 0.094
H 1.27616 -3.15707 -1.71147 0.084
H 2.48466 -3.42907 -0.42579 0.100
H 2.99854 -0.64530 -1.12785 0.102
H 1.44295 -1.00567 -1.91687 0.064
H 1.68670 0.50893 -1.01582 0.088
C -2.79266 1.43141 5.43537 -0.071
C -3.83424 2.53659 5.36669 -0.285
O -5.16320 2.07508 5.51604 -0.183
C -5.45951 1.44921 6.75711 -0.271
C -5.28068 2.35653 7.96090 -0.071
H -3.02331 0.64547 4.71341 0.070
H -1.80393 1.83433 5.21131 0.080
H -2.74568 0.97568 6.42431 0.071
H -3.80205 3.00012 4.37735 0.095
H -3.59788 3.32397 6.09068 0.111
H -4.87122 0.53294 6.87545 0.109
H -6.50355 1.14817 6.67319 0.120
H -4.23791 2.63847 8.11271 0.069
H -5.61657 1.84434 8.86249 0.081
H -5.86561 3.26955 7.84156 0.077
C -9.14827 7.54782 2.88754 -0.076
C -9.17516 6.03036 2.85880 -0.273
O -7.90567 5.43363 2.63367 -0.183
C -6.91250 5.71571 3.60367 -0.281
C -7.24963 5.24631 5.00867 -0.072
H -8.69979 7.94070 1.97413 0.082
H -10.16477 7.93287 2.96852 0.080
H -8.58227 7.93353 3.73635 0.068
H -9.79472 5.68739 2.03022 0.119
H -9.62458 5.63744 3.77720 0.111
H -6.65826 6.78158 3.60432 0.111
H -6.02728 5.18084 3.24998 0.103
H -8.08451 5.79140 5.44992 0.072
H -6.38310 5.39043 5.65529 0.077
H -7.49849 4.18400 4.99676 0.079
C 2.25024 -3.09998 3.37198 -0.081
C 2.14595 -4.61072 3.47765 -0.279
O 3.37761 -5.28958 3.31356 -0.159
C 4.38298 -4.98372 4.26521 -0.276
C 4.00345 -5.31375 5.69810 -0.074
H 2.73117 -2.81620 2.43751 0.065
H 1.25666 -2.65305 3.39237 0.065
H 2.82734 -2.66697 4.19083 0.073
H 1.51252 -4.98882 2.67296 0.113
H 1.66619 -4.90012 4.42005 0.109
H 4.68660 -3.93382 4.18092 0.111
H 5.24118 -5.58623 3.96624 0.097
H 3.18134 -4.69377 6.05841 0.066
H 4.85688 -5.14359 6.35510 0.079
H 3.70154 -6.35851 5.78203 0.084
C 10.00082 -5.02599 2.50607 -0.081
C 10.16384 -6.52460 2.69637 -0.281
O 9.42694 -7.05250 3.78433 -0.157
C 8.02297 -6.89595 3.71522 -0.291
C 7.37877 -7.56904 2.51426 -0.076
H 10.24476 -4.49555 3.42744 0.082
H 10.66890 -4.67861 1.71726 0.076
H 8.98306 -4.75664 2.21930 0.064
H 11.20382 -6.75496 2.92698 0.119
H 9.91836 -7.05546 1.76936 0.107
H 7.75299 -5.83289 3.74544 0.098
H 7.64198 -7.34563 4.63283 0.120
H 7.68992 -7.11351 1.57307 0.067
H 6.29274 -7.48455 2.57778 0.069
H 7.64496 -8.62620 2.48259 0.083
C 4.01652 -0.38493 -7.24507 -0.072
C 3.12586 0.83090 -7.41858 -0.270
O 1.73793 0.56613 -7.25907 -0.155
C 1.34909 0.06487 -6.00003 -0.288
C 1.63758 0.99364 -4.83330 -0.077
H 3.70356 -1.18770 -7.91472 0.085
H 5.05204 -0.12944 -7.47311 0.066
H 3.99279 -0.77034 -6.22384 0.068
H 3.21784 1.21560 -8.43370 0.120
H 3.44061 1.63560 -6.74464 0.109
H 1.79245 -0.92195 -5.81752 0.111
H 0.26932 -0.08358 -6.08599 0.102
H 2.70821 1.13091 -4.67481 0.072
H 1.21279 0.57970 -3.91998 0.039
H 1.19635 1.97655 -5.00970 0.086
C 9.90494 -0.66395 -7.66651 -0.078
C 8.56545 -1.22996 -7.22855 -0.281
O 7.48064 -0.86034 -8.06283 -0.182
C 7.56953 -1.27416 -9.41599 -0.279
C 7.63873 -2.78020 -9.60017 -0.078
H 9.84870 0.42110 -7.76212 0.082
H 10.66931 -0.90922 -6.92863 0.078
H 10.22949 -1.07168 -8.62452 0.067
H 8.30542 -0.83955 -6.24410 0.117
H 8.62410 -2.32016 -7.13383 0.108
H 8.41735 -0.78918 -9.91207 0.109
H 6.66426 -0.88768 -9.88560 0.116
H 8.55854 -3.20196 -9.19325 0.067
H 7.60685 -3.02425 -10.66232 0.078
H 6.79571 -3.26516 -9.10580 0.080
```